# 1
C7H6NO7 as an isolated structure in a non-equilibrium geometry, computed with the ωB97M-V functional and the def2-TZVPD basis.

* relative energy (zero: lowest compared OMol25 entry of this formula, charge and spin): 0.510 eV
* charge: -1

Geometry as XYZ:
```
21
Properties=species:S:1:pos:R:3:mulliken_charge:R:1
C -1.30431 -0.28883 -1.30065 -0.9267
C -2.06832 0.04069 -0.17727 0.1083
C 0.07630 -0.24559 -1.31613 0.7149
C 1.41051 -3.20321 -1.60326 0.7458
C -1.68463 0.28042 1.06430 -0.5961
C -0.29933 0.21140 1.58275 -0.2455
C 0.68109 0.57168 0.42712 0.0560
N 0.81203 1.89456 0.01271 1.1297
O 2.42153 -3.04900 -1.10366 -0.3702
O -0.05080 2.68024 0.25319 -0.6974
O 1.00959 -0.41038 -2.04738 -0.6473
O 0.41888 -3.41212 -2.11698 -0.3772
O 1.86153 2.21347 -0.56395 -0.8048
O 0.03505 1.12649 2.67411 -0.6204
O 1.90425 -0.06196 0.59845 -0.5499
H -1.86177 -0.71270 -2.13225 0.3617
H -3.17372 -0.05519 -0.23551 0.2456
H -2.48564 0.65366 1.78715 0.1960
H -0.26036 -0.73174 2.00569 0.4866
H 0.08024 2.04613 2.21369 0.4131
H 2.47788 0.45199 -0.02215 0.3779
```

# 2
A 6-piece molecular cluster, C50H40F14O2S overall in a non-equilibrium geometry, computed with the ωB97M-V functional and the def2-TZVPD basis.

* charge: 0
* SMILES: O=C1c2ccccc2C(=O)c2c(CCCCC(F)(F)C(F)(F)S(F)(F)(F)(F)F)cccc21.Fc1ccccc1.Fc1ccccc1.Fc1ccccc1.Fc1ccccc1.Fc1ccccc1

Geometry as XYZ:
```
107
Properties=species:S:1:pos:R:3:mulliken_charge:R:1
O -4.30366 2.06498 1.59343 -0.6045
C -3.46338 1.45030 0.99479 -0.2045
C -3.76230 0.21260 0.22499 0.7627
C -4.90276 0.07251 -0.55471 -0.9179
C -5.07720 -1.10561 -1.27241 -0.5285
C -4.14884 -2.14309 -1.21917 -0.8296
C -3.00850 -2.00863 -0.43210 -0.4981
C -2.83017 -0.82754 0.27735 0.4261
C -1.61523 -0.59030 1.10822 0.1852
O -1.13534 -1.43681 1.81197 -0.5660
C -1.08353 0.80514 1.00041 0.7344
C 0.29076 1.07499 0.91556 0.7651
C 1.31081 -0.02960 0.89972 -1.1828
C 1.18213 -0.85719 -0.40621 -0.2075
C 2.23496 -0.46811 -1.46713 -1.0519
C 1.69656 -0.43168 -2.90140 -1.4840
C 1.56169 0.97828 -3.50040 1.1753
F 2.45772 1.83517 -2.98788 -0.3253
F 1.82607 0.88962 -4.83123 -0.1593
C 0.10261 1.48342 -3.32962 -0.0375
F -0.64209 0.80440 -4.20973 -0.2806
F -0.37195 1.19339 -2.12188 0.1329
S -0.17327 3.34100 -3.63227 1.4006
F 0.71890 3.67849 -2.38312 -0.2736
F -1.47630 3.31449 -2.72894 -0.3437
F -1.09605 3.07103 -4.89899 -0.3433
F 1.07649 3.38246 -4.60409 -0.2917
F -0.37608 4.88855 -3.85466 -0.3145
C 0.67086 2.41163 0.79830 -0.9667
C -0.27116 3.43889 0.76152 -0.8089
C -1.62953 3.16937 0.84322 -1.1017
C -2.02638 1.84215 0.95641 1.0522
H -5.63097 0.86524 -0.61742 0.5150
H -5.94161 -1.23150 -1.90855 0.4329
H -4.29240 -3.05541 -1.77732 0.4452
H -2.24334 -2.76655 -0.36404 0.5308
H 2.30559 0.41135 0.93590 0.7706
H 1.21737 -0.68408 1.75659 -0.0631
H 0.16954 -0.82930 -0.79898 0.0457
H 1.36158 -1.89183 -0.11683 0.5820
H 3.01271 -1.22633 -1.43165 0.3350
H 2.71190 0.45727 -1.15763 0.6136
H 0.71452 -0.89699 -2.93648 0.5229
H 2.31423 -1.00620 -3.58360 0.5873
H 1.72315 2.64363 0.70878 0.4160
H 0.05298 4.46292 0.64370 0.4681
H -2.36845 3.95405 0.79330 0.5065
F 5.45468 5.88573 -9.36780 -0.3212
C 4.62125 5.21114 -8.55119 0.2984
C 4.66301 3.83118 -8.54417 -0.4245
C 3.80566 3.14157 -7.69878 -0.4945
C 2.91929 3.83452 -6.88434 -0.3504
C 2.89250 5.22200 -6.91204 -0.4691
C 3.75197 5.92122 -7.74745 -0.4084
H 5.35681 3.31155 -9.19155 0.4162
H 3.82950 2.05987 -7.67572 0.4163
H 2.25267 3.29364 -6.23441 0.5526
H 2.19934 5.76317 -6.28109 0.3925
H 3.75270 7.00258 -7.77930 0.4195
F 0.16980 -2.74118 -6.67706 -0.3075
C 0.16534 -1.79564 -7.64097 0.2587
C 0.06642 -2.18484 -8.96146 -0.4798
C 0.06022 -1.20691 -9.94605 -0.3572
C 0.16030 0.13457 -9.60096 -0.6906
C 0.26220 0.50123 -8.26578 -0.3601
C 0.26047 -0.46923 -7.27422 -0.2294
H -0.00342 -3.23567 -9.20913 0.4352
H -0.02268 -1.49411 -10.98560 0.3635
H 0.15860 0.89305 -10.37237 0.3936
H 0.34394 1.54582 -7.99362 0.4172
H 0.33090 -0.20443 -6.23171 0.4995
F 1.80689 -1.21461 4.24664 -0.4638
C 1.03998 -2.00625 5.03161 0.1159
C 1.28953 -3.36225 5.06788 -0.2223
C 0.49577 -4.16497 5.87532 -0.4296
C -0.53549 -3.60657 6.61869 -0.6882
C -0.77007 -2.23992 6.56152 -0.4418
C 0.02675 -1.42984 5.76713 -0.3406
H 2.09184 -3.77861 4.47263 0.4998
H 0.68219 -5.22965 5.92040 0.4042
H -1.15743 -4.23581 7.24113 0.4341
H -1.56827 -1.80110 7.13311 0.6712
H -0.13451 -0.36105 5.71265 0.4804
F -3.58579 -2.66038 7.36342 -0.2549
C -4.75787 -2.26487 6.82042 0.5681
C -5.93175 -2.83425 7.26874 -0.6179
C -7.13045 -2.41923 6.70643 -0.3245
C -7.13721 -1.45565 5.70676 -0.6261
C -5.94223 -0.90042 5.26903 -0.4264
C -4.73946 -1.30251 5.83097 -0.3620
H -5.90255 -3.58839 8.04389 0.4088
H -8.06107 -2.85024 7.05025 0.3557
H -8.07399 -1.13792 5.26890 0.3716
H -5.94449 -0.15270 4.48714 0.4366
H -3.79711 -0.87928 5.50852 0.4682
F 1.91407 -1.05127 8.49729 -0.2721
C 3.18487 -1.48799 8.41584 0.1997
C 3.88047 -1.73909 9.58187 -0.4242
C 5.18963 -2.19073 9.49626 -0.3723
C 5.78522 -2.37616 8.25614 -0.4724
C 5.06751 -2.11357 7.09684 -0.5951
C 3.75491 -1.67079 7.17148 -0.1442
H 3.39989 -1.58099 10.53817 0.4209
H 5.74558 -2.39755 10.40091 0.3609
H 6.80755 -2.72490 8.19399 0.3751
H 5.53029 -2.25394 6.12898 0.3736
H 3.18262 -1.46797 6.28012 0.5418
```

# 3
A 7-piece molecular cluster, C41H72N6O6 overall in a non-equilibrium geometry, computed with the ωB97M-V functional and the def2-TZVPD basis.

* relative energy (zero: lowest compared OMol25 entry of this formula, charge and spin): 0.000 eV
* charge: 0
* SMILES: CCOCC[C@@]1(CCCCCCCCOC(C)=O)COC(=O)O1.CCCC#N.CCCC#N.CCCC#N.CCCC#N.CCCC#N.CCCC#N

Geometry as XYZ:
```
125
Properties=species:S:1:pos:R:3:mulliken_charge:R:1
C 1.80548 0.19420 5.45000 -1.2817
C 2.57598 0.34485 4.12884 0.1002
O 1.64395 0.05035 3.08293 0.2580
C 2.27866 -0.20718 1.85603 -1.0770
C 2.64196 -1.70117 1.61601 -1.6944
C 1.83031 -2.72925 2.41195 2.2795
C 0.44612 -3.17173 1.88023 -1.9585
C -0.58636 -2.03534 1.71208 -0.4993
C -1.01439 -1.43225 3.05644 0.0813
C -1.76231 -0.08245 2.96988 -1.1159
C -1.24730 0.87245 1.88371 0.2416
C -2.07601 2.16402 1.91130 -1.1992
C -1.67381 3.14256 3.04612 -1.1838
C -0.23524 2.97769 3.53249 0.4830
O 0.65745 3.46724 2.51646 -0.3312
C 1.78834 4.01085 3.00215 0.7540
C 3.09126 3.50181 2.39511 -0.7950
O 1.83420 4.85690 3.81155 -0.5683
C 2.68226 -4.02692 2.23645 -1.1358
O 2.31281 -4.81684 3.34555 -0.3420
C 2.21627 -3.91323 4.36799 0.4431
O 2.37410 -4.12784 5.47612 -0.5064
O 1.88636 -2.69839 3.84649 -0.3750
H 2.46574 0.18238 6.31591 0.4232
H 1.12083 1.04533 5.53035 0.2131
H 1.18690 -0.70107 5.39222 0.2350
H 3.42825 -0.34102 4.13470 0.5035
H 2.88107 1.37823 4.01821 -0.2262
H 1.66025 0.21201 1.05636 0.5340
H 3.22320 0.36082 1.82148 0.5899
H 2.52291 -1.88948 0.54519 0.3757
H 3.69630 -1.83114 1.86711 0.5303
H 0.61988 -3.59147 0.88136 0.4400
H 0.04656 -3.99965 2.47190 0.5128
H -0.16355 -1.32003 1.00312 0.2145
H -1.47592 -2.49437 1.26622 0.5653
H -1.71497 -2.15022 3.50718 0.5984
H -0.17752 -1.38865 3.74992 -0.4951
H -1.64323 0.43158 3.93549 0.3959
H -2.82817 -0.26990 2.84102 0.5004
H -0.16942 1.03336 1.90983 -0.0228
H -1.45974 0.39344 0.92523 0.4536
H -2.11205 2.65334 0.93482 0.4797
H -3.11300 1.86437 2.10295 0.3136
H -1.74974 4.15923 2.64402 0.3604
H -2.35348 3.11957 3.90146 0.3895
H 0.00496 1.94654 3.80703 -0.5714
H -0.13336 3.55712 4.45632 0.6623
H 3.82911 3.31870 3.17207 0.0969
H 3.47487 4.33815 1.80020 0.4446
H 2.94754 2.64860 1.73276 0.1119
H 2.50761 -4.48808 1.26219 0.3192
H 3.76940 -3.86470 2.28394 0.4661
C 0.74927 -7.59911 0.20450 -1.0798
C 1.59251 -8.31514 -0.84254 -0.7946
C 2.84406 -7.52039 -1.22649 -0.1224
C 2.46916 -6.21112 -1.78960 0.3364
N 2.17961 -5.19703 -2.21639 -0.5427
H 0.37397 -6.64430 -0.16943 0.2918
H -0.11614 -8.20245 0.47971 0.4031
H 1.33300 -7.40976 1.10864 0.2511
H 0.98245 -8.49867 -1.72970 0.3429
H 1.89784 -9.28960 -0.45753 0.3585
H 3.42721 -8.06793 -1.96519 0.4124
H 3.47372 -7.35858 -0.35252 0.0995
C 8.11363 -6.15027 0.62592 -1.1299
C 7.58296 -5.69009 -0.72754 -0.5903
C 6.12912 -6.10694 -0.97074 0.1257
C 6.00141 -7.57445 -0.94377 0.3177
N 5.91438 -8.70770 -0.92211 -0.5158
H 8.12083 -7.23854 0.70443 0.3633
H 9.13860 -5.80730 0.76882 0.3452
H 7.50660 -5.75175 1.44183 0.2537
H 8.21779 -6.09633 -1.51764 0.3167
H 7.65189 -4.60230 -0.78849 0.3390
H 5.78808 -5.74509 -1.94152 0.3445
H 5.47652 -5.68303 -0.20484 -0.0956
C -3.24690 0.64227 -3.15202 -0.9040
C -2.80890 -0.81052 -3.01853 -0.5141
C -3.68127 -1.60970 -2.04498 -0.5661
C -3.61753 -1.02266 -0.69663 0.2338
N -3.56811 -0.55940 0.34065 -0.3427
H -3.16221 1.17564 -2.20217 0.2800
H -2.61984 1.16155 -3.87453 0.3851
H -4.28165 0.70769 -3.49252 0.1244
H -1.76813 -0.84084 -2.68838 0.3175
H -2.84763 -1.28672 -4.00004 0.3270
H -3.33932 -2.64388 -1.99229 0.3022
H -4.72057 -1.61427 -2.37689 0.3243
C -6.52925 3.63876 -7.46366 -1.1425
C -6.78197 3.09293 -6.06568 -0.4627
C -5.50483 2.98624 -5.22556 -0.3937
C -4.53887 2.07487 -5.86211 0.2728
N -3.79881 1.37434 -6.36640 -0.4864
H -5.87400 2.98065 -8.03914 0.4608
H -7.46605 3.72466 -8.00998 0.2561
H -6.07070 4.62848 -7.42042 0.2613
H -7.25170 2.10967 -6.14506 0.3018
H -7.48934 3.74590 -5.55293 0.3473
H -5.73761 2.60611 -4.23000 0.3189
H -5.03926 3.96635 -5.11189 0.3215
C 5.20654 5.36276 6.21613 -0.8898
C 5.58007 4.37758 7.31875 -0.4285
C 6.32579 3.14518 6.79425 -0.5379
C 5.48973 2.40569 5.83494 0.2551
N 4.83557 1.83381 5.10087 -0.3757
H 4.52236 4.91608 5.49302 0.1192
H 4.70609 6.23414 6.63794 0.3332
H 6.09440 5.70802 5.68123 0.3042
H 4.67243 4.06316 7.83818 0.3024
H 6.21076 4.88342 8.05252 0.3141
H 6.58193 2.47920 7.61863 0.2724
H 7.25165 3.43961 6.29795 0.2925
C -8.80261 6.66908 -10.57578 -1.0983
C -9.35899 7.78131 -9.69341 -0.4035
C -8.56969 7.96073 -8.39272 -0.4614
C -8.60901 6.72596 -7.59215 0.2195
N -8.63969 5.76679 -6.98282 -0.3637
H -8.85995 5.69834 -10.08050 0.3041
H -9.37433 6.59597 -11.50122 0.3242
H -7.75939 6.85967 -10.83668 0.3045
H -10.40391 7.56492 -9.46151 0.2953
H -9.34189 8.72129 -10.24835 0.3059
H -8.99320 8.77303 -7.80169 0.2969
H -7.52878 8.20684 -8.60766 0.2705
```

no.,HOMO-LUMO gap (eV)
1,6.74
2,8.45
3,9.82